(1)
Formula: C61H60GeIN6O2P2S3Zr
Source: the OMol25 dataset
Level of theory: the ωB97M-V functional and the def2-TZVPD basis

- net charge = -1
- ΔE to the lowest compared entry with this formula, charge and spin (kcal per mole) = 0.00
- energy (eV) = -194253.271
- molecular weight (g/mol) = 1358.1
- E_LUMO (eV) = 1.94
- 2S+1 = 1

Positions of all 137 atoms, in Å:
1 Zr -0.23346 -1.17791 -0.74368
2 O 2.28676 0.37742 -3.84954
3 C 1.76862 -0.26767 -2.94256
4 N 0.46854 -0.48696 -2.67654
5 C -0.57651 -0.39072 -3.62148
6 C -0.57516 0.37474 -4.77673
7 C -1.71965 0.39776 -5.57123
8 C -2.84168 -0.33700 -5.21575
9 C -2.81588 -1.14649 -4.08139
10 C -1.68045 -1.20644 -3.29343
11 N -1.56846 -2.03536 -2.15148
12 C -0.62497 -3.10583 -2.26981
13 O -0.14199 -3.50832 -3.34374
14 C -0.18771 -3.56049 -0.98503
15 C 0.61177 -5.99564 -0.52033
16 C 1.23404 -5.06001 0.50000
17 C 0.46652 -4.48384 1.63975
18 C -0.42526 -3.51091 1.43359
19 N -0.76802 -3.00812 0.17845
20 C 2.62929 -1.01520 -1.94107
21 C 3.94812 -1.29403 -2.21609
22 C 4.66618 -2.05636 -1.30470
23 C 4.03722 -2.50502 -0.15955
24 C 2.69766 -2.20338 0.03250
25 N 2.00492 -1.48321 -0.85117
26 H 0.30054 0.95529 -5.02774
27 H -1.73196 1.00417 -6.46946
28 H -3.73295 -0.30257 -5.83074
29 H -3.66206 -1.76907 -3.81572
30 H 1.32203 -6.69265 -0.96243
31 H 2.28079 -5.25307 0.71265
32 H 0.70328 -4.79004 2.65049
33 H -0.95129 -3.04102 2.25523
34 H 4.37159 -0.91454 -3.13464
35 H 5.70673 -2.29393 -1.48999
36 H 4.55085 -3.07782 0.59955
37 H 2.17383 -2.53154 0.92126
38 I -3.66165 -1.96014 0.39161
39 C -5.26118 -0.77462 -0.17389
40 C -6.43171 -1.46443 -0.31575
41 C -7.64059 -0.82021 -0.65673
42 C -7.64584 0.52479 -0.80106
43 C -6.45019 1.27774 -0.66056
44 C -6.55172 2.68512 -0.76587
45 C -5.45659 3.46720 -0.62020
46 C -4.20336 2.85331 -0.43684
47 C -4.02225 1.49773 -0.37624
48 P -2.18088 1.06329 -0.27336
49 C -1.87953 1.92576 1.33413
50 C -1.21611 3.13961 1.45494
51 C -1.00878 3.70888 2.70669
52 C -1.45797 3.06519 3.84923
53 C -2.13201 1.85418 3.73364
54 C -2.34403 1.29260 2.48603
55 C -1.44283 2.17377 -1.54330
56 C -0.06212 2.37208 -1.49482
57 C 0.59123 3.06078 -2.50566
58 C -0.12716 3.56669 -3.57925
59 C -1.49605 3.35110 -3.65230
60 C -2.14620 2.64318 -2.65253
61 C -5.19222 0.64627 -0.40551
62 H -6.43443 -2.53244 -0.14515
63 H -8.54826 -1.39870 -0.77110
64 H -8.56349 1.05812 -1.01872
65 H -7.52800 3.11920 -0.94804
66 H -5.52623 4.54622 -0.66770
67 H -3.33762 3.49994 -0.37263
68 H -0.85014 3.65368 0.57627
69 H -0.48257 4.65318 2.78162
70 H -1.27481 3.49466 4.82627
71 H -2.47455 1.33550 4.62013
72 H -2.85279 0.33698 2.41065
73 H 0.52858 1.98208 -0.66774
74 H 1.66651 3.17914 -2.45832
75 H 0.38541 4.09466 -4.37399
76 H -2.05950 3.69969 -4.50822
77 H -3.20563 2.44964 -2.75150
78 C 5.17763 2.07028 -2.45449
79 N 4.53979 3.31781 -2.06201
80 C 4.47374 4.30593 -3.12794
81 C 3.79136 3.38290 -0.93831
82 S 3.40533 2.06279 -0.00590
83 N 3.36996 4.68223 -0.62761
84 C 4.44806 5.62662 -0.34840
85 C 2.28473 4.81372 0.32816
86 H 6.04771 2.31438 -3.06680
87 H 4.48831 1.44201 -3.02363
88 H 5.49193 1.52512 -1.56779
89 H 4.18657 3.80498 -4.05574
90 H 5.44576 4.78186 -3.28580
91 H 3.73659 5.06614 -2.88986
92 H 5.29467 5.45123 -1.00593
93 H 4.78997 5.52228 0.68939
94 H 4.09715 6.64909 -0.50061
95 H 1.46778 4.14496 0.06833
96 H 1.92785 5.84515 0.28159
97 H 2.60478 4.58032 1.34543
98 C -2.64846 -5.61402 -0.02116
99 Ge -1.17685 -6.72057 -0.63192
100 C -1.22244 -8.39701 0.37401
101 C -1.40903 -7.07145 -2.53540
102 C 0.90969 -4.55209 -0.88240
103 H -3.56108 -6.21421 -0.05204
104 H -2.76791 -4.75040 -0.67604
105 H -2.48505 -5.26379 0.99766
106 H -2.18749 -8.89471 0.25902
107 H -1.06473 -8.19190 1.43456
108 H -0.43957 -9.07769 0.03530
109 H -2.43963 -7.33033 -2.78506
110 H -0.75741 -7.88767 -2.85414
111 H -1.12935 -6.16801 -3.08335
112 H 1.70601 -4.40282 -1.60297
113 S 2.89494 -2.19495 3.48792
114 P 1.83514 -0.54535 3.30295
115 S 0.54413 -0.20808 1.77407
116 C 2.89840 0.92811 3.40253
117 C 2.30926 2.18172 3.56048
118 C 3.09862 3.30783 3.71748
119 C 4.48579 3.19658 3.67437
120 C 5.07260 1.95577 3.48365
121 C 4.27960 0.81947 3.36055
122 C 0.76524 -0.35467 4.78247
123 C 1.26389 0.17984 5.96722
124 C 0.47710 0.21288 7.11183
125 C -0.81140 -0.30080 7.08745
126 C -1.31319 -0.84257 5.91081
127 C -0.53051 -0.86534 4.76633
128 H 1.22875 2.26575 3.56737
129 H 2.63490 4.27601 3.86514
130 H 5.10507 4.07837 3.78955
131 H 6.15090 1.86637 3.44076
132 H 4.72133 -0.16195 3.23930
133 H 2.27110 0.57588 5.99782
134 H 0.87549 0.63694 8.02535
135 H -1.42187 -0.28127 7.98186
136 H -2.31870 -1.24427 5.88196
137 H -0.92755 -1.26099 3.84103

Forces on the atoms, in the same order (eV/Å):
-0.2 -1.0 1.5
0.0 0.0 -0.1
0.0 -0.1 0.1
0.2 0.0 -0.4
0.4 0.0 0.1
-0.1 0.0 -0.1
0.0 0.0 0.0
0.0 0.0 0.0
-0.1 0.0 -0.1
0.1 -0.1 0.0
-0.1 0.1 -0.2
-0.5 -0.2 -0.4
-0.1 0.0 0.0
0.1 0.5 0.2
0.1 0.1 0.0
-0.1 0.0 0.1
0.1 -0.2 -0.2
0.0 -0.1 -0.4
0.3 0.2 0.2
-0.2 0.1 -0.3
0.2 0.0 0.1
0.1 0.1 -0.1
-0.2 0.0 0.1
0.1 0.1 0.0
0.5 -0.1 0.0
0.0 0.0 0.0
0.0 0.0 0.0
0.0 0.0 0.0
0.0 0.0 0.0
0.0 0.0 0.0
0.0 0.0 0.0
0.0 0.0 0.0
0.0 0.1 0.1
0.0 0.0 0.0
0.0 0.0 0.0
0.0 0.0 0.0
0.0 0.0 0.0
0.3 0.0 0.2
0.0 0.4 -0.1
-0.4 0.1 -0.1
0.2 -0.3 0.1
0.1 0.2 0.0
-0.1 0.0 0.0
-0.1 -0.1 0.0
0.3 0.0 0.0
0.0 0.3 0.0
0.1 -0.5 0.0
-0.4 0.5 0.1
0.0 0.0 -0.2
0.0 0.1 0.0
0.0 -0.1 0.0
0.0 0.0 -0.1
-0.1 0.1 0.0
0.0 0.0 0.0
-0.2 -0.1 -0.1
0.1 0.0 0.1
0.0 0.0 0.0
-0.1 0.0 0.0
0.1 0.0 0.0
0.0 0.0 0.0
0.0 -0.2 0.0
0.0 0.0 0.0
0.0 0.0 0.0
0.0 0.0 0.0
0.0 0.0 0.0
0.0 0.0 0.0
0.0 0.0 0.0
0.0 0.0 0.0
0.0 0.0 0.0
0.0 0.0 0.0
0.0 0.0 0.0
0.0 0.0 0.0
0.0 0.0 0.0
0.0 0.0 0.0
0.0 0.0 0.0
0.0 0.0 0.0
0.0 0.0 0.0
0.0 0.0 0.1
0.1 -0.1 -0.2
0.0 0.0 0.1
-0.1 0.1 0.1
-0.1 0.0 -0.1
0.1 -0.1 0.0
0.0 0.0 -0.1
-0.1 0.0 0.0
0.0 0.0 0.0
-0.1 0.0 0.0
0.0 0.0 0.0
0.0 0.0 0.0
0.0 0.0 0.0
0.0 0.0 0.0
0.0 0.0 0.0
0.0 0.0 0.0
0.0 0.0 0.0
0.0 0.0 0.0
0.0 0.0 0.0
0.0 0.0 0.1
-0.1 0.1 0.0
0.0 0.0 0.0
0.0 -0.1 0.1
0.0 0.0 -0.1
0.0 0.0 0.0
0.0 0.0 0.0
0.0 0.0 0.0
0.0 0.0 0.0
0.0 0.0 0.0
0.0 0.0 0.0
0.0 0.0 0.0
0.0 0.0 0.0
0.0 0.0 0.0
0.0 0.0 0.0
0.1 0.0 0.1
-0.1 0.1 0.0
-0.1 -0.2 0.1
-0.2 0.3 -0.3
0.0 0.2 0.0
0.0 0.0 0.0
0.1 0.0 0.0
-0.1 0.0 0.0
0.0 0.0 0.0
0.0 0.0 0.0
-0.1 -0.2 0.1
0.0 0.0 0.0
0.0 0.0 -0.1
0.0 0.0 0.0
0.1 0.0 0.0
0.1 0.0 0.0
0.0 0.0 0.0
0.0 0.0 0.0
0.0 0.0 0.0
0.0 0.0 0.0
0.0 0.0 0.0
0.0 0.0 0.0
0.0 0.0 0.0
0.0 0.0 0.0
0.0 0.0 0.0
0.0 0.0 0.0


(2)
Formula: C12H13Cl2N3O4
Source: the OMol25 dataset
Level of theory: the ωB97M-V functional and the def2-TZVPD basis

- net charge = 0
- energy (eV) = -50359.584
- molecular weight (g/mol) = 334.2
- E_LUMO (eV) = 0.04
- 2S+1 = 1

Positions of all 34 atoms, in Å:
1 O 2.20080 -1.17276 2.92546
2 C 1.59726 -0.18120 2.60297
3 O 0.97284 0.58722 3.49381
4 C 0.32014 1.76137 3.00882
5 C -0.43462 1.48172 1.70894
6 C -1.03698 2.76985 1.11276
7 O -1.46518 2.55470 -0.19796
8 C -1.57190 0.44492 1.92001
9 O -2.43579 0.78471 2.96453
10 N 0.48299 0.95396 0.72765
11 C 1.43207 0.21289 1.15710
12 N 2.34290 -0.33631 0.31661
13 N 2.14446 -0.31968 -1.05878
14 C 0.87789 -0.63020 -1.53801
15 C 0.09207 -1.60032 -0.91956
16 C -1.15808 -1.90928 -1.42424
17 Cl -2.11670 -3.08851 -0.61109
18 C -1.65061 -1.28497 -2.55905
19 C -0.86785 -0.33631 -3.19342
20 C 0.37512 -0.00898 -2.68637
21 Cl 1.32429 1.20788 -3.47767
22 H -0.34267 2.08993 3.81108
23 H 1.07418 2.53875 2.83166
24 H -0.28300 3.57195 1.15059
25 H -1.91046 3.07038 1.69481
26 H -0.76260 2.06136 -0.64533
27 H -1.12857 -0.54996 2.06758
28 H -2.17148 0.42380 1.00645
29 H -2.02479 0.56528 3.80820
30 H 2.91098 -1.08820 0.69241
31 H 2.52623 0.51559 -1.49958
32 H 0.45650 -2.10860 -0.04083
33 H -2.62773 -1.53205 -2.93889
34 H -1.23281 0.16332 -4.07659

Forces on the atoms, in the same order (eV/Å):
-0.1 0.4 -0.1
0.1 -0.5 0.2
0.2 -0.4 0.1
-0.4 0.6 -0.5
-0.3 0.0 0.5
0.3 0.1 0.4
-0.2 -0.1 -0.4
0.5 -0.1 -0.4
-0.3 0.2 0.5
0.6 -0.2 0.0
-0.7 0.8 -0.3
0.5 -0.6 0.0
0.5 0.5 0.0
-0.5 -0.3 -0.3
-0.1 0.0 -0.2
0.3 0.3 -0.1
-0.2 -0.2 0.1
0.0 0.0 0.0
0.0 -0.1 0.1
0.1 -0.2 0.2
0.1 0.1 -0.1
0.1 0.0 -0.1
-0.1 -0.1 0.1
-0.1 -0.1 0.1
0.1 0.0 0.0
0.0 0.0 0.0
-0.1 0.1 0.0
0.1 -0.1 0.1
-0.1 0.0 -0.1
-0.2 0.1 -0.2
-0.1 -0.2 0.3
0.0 0.0 0.1
-0.1 0.0 0.0
0.0 0.1 -0.1


Q: What is the 2S+1 in the first record?
A: 1


Q: Number 2 is which compound?
A: C12H13Cl2N3O4


Q: The highest molecular weight belongs to which entry?
A: C61H60GeIN6O2P2S3Zr


Q: Which of these has the lowest E_LUMO?
A: C12H13Cl2N3O4